{"formula": "C30H42Br2N9OSSe3Si2Te2Zr", "method": "ωB97M-V/def2-TZVPD", "energy_ha": -15649.238168, "orbital_gap_ha": 0.2338, "molar_mass_g_mol": 1376.1, "multiplicity": 1, "total_charge": 1, "e_above_lowest_kcal_mol": 0.0, "homo_ev": -9.5, "species": ["Zr", "Se", "Se", "Te", "Se", "C", "C", "C", "C", "C", "C", "Br", "C", "C", "Br", "C", "O", "C", "N", "H", "H", "H", "H", "H", "H", "N", "C", "N", "C", "N", "N", "C", "N", "C", "C", "C", "C", "C", "N", "H", "H", "H", "H", "H", "H", "H", "H", "C", "N", "C", "C", "N", "C", "S", "H", "H", "H", "H", "H", "H", "C", "Si", "C", "C", "C", "Te", "C", "Si", "C", "C", "C", "H", "H", "H", "H", "H", "H", "H", "H", "H", "H", "H", "H", "H", "H", "H", "H", "H", "H", "H", "H", "H", "H"], "positions_angstrom": [[-0.439560, -0.403953, 0.100952], [-2.487737, -1.981105, 0.363463], [-3.238491, -0.969732, -1.621033], [-3.342453, 1.512198, -1.270766], [-0.878436, 1.997133, -1.107003], [-1.183630, -0.918816, 4.218325], [-0.608694, -2.137318, 3.563874], [-0.561714, -3.332407, 4.320530], [-0.030214, -4.466265, 3.790731], [0.514145, -4.425425, 2.490991], [1.162630, -5.514867, 1.853867], [1.272175, -7.190756, 2.718198], [1.730543, -5.372248, 0.623987], [1.663939, -4.131164, -0.037845], [2.542410, -3.928908, -1.689523], [1.004122, -3.064938, 0.515507], [0.930032, -1.874262, -0.081310], [0.424822, -3.201091, 1.802793], [-0.165187, -2.078292, 2.321240], [-1.240346, -1.062277, 5.295144], [-2.191525, -0.726255, 3.851689], [-0.567902, -0.045915, 4.014852], [-0.953894, -3.328346, 5.327792], [0.001465, -5.385510, 4.358826], [2.241713, -6.199308, 0.153351], [2.964727, -0.605092, 1.287959], [2.408401, 0.535641, 1.690935], [3.214096, 1.429366, 2.254363], [2.637008, 2.539762, 2.693333], [3.413631, 3.513160, 3.167528], [1.300025, 2.743700, 2.736064], [0.586017, 1.809324, 2.167342], [1.054572, 0.711395, 1.540134], [-0.889368, 1.935592, 2.295503], [-1.434718, 3.010326, 2.962734], [-2.809200, 3.031057, 3.168014], [-3.562914, 1.975604, 2.700837], [-2.933178, 0.954631, 2.000276], [-1.618449, 0.928405, 1.786460], [3.970330, -0.657679, 1.312277], [2.442959, -1.234464, 0.686570], [4.410477, 3.390752, 3.177209], [2.995998, 4.354833, 3.521311], [-0.779616, 3.785824, 3.326638], [-3.272824, 3.853767, 3.695546], [-4.632651, 1.933066, 2.848283], [-3.498266, 0.118633, 1.613878], [-1.510533, -2.727405, -4.683660], [-1.479916, -1.273870, -4.683158], [-2.144000, -0.444965, -5.569953], [-1.873669, 0.825705, -5.206597], [-1.033933, 0.750600, -4.117007], [-0.813660, -0.528908, -3.781280], [0.147549, -1.176048, -2.524440], [-2.051498, -3.056117, -5.566413], [-2.009736, -3.086600, -3.784524], [-0.496212, -3.119422, -4.701653], [-2.732922, -0.834546, -6.380419], [-2.185680, 1.760759, -5.633866], [-0.741709, 1.514791, -3.512313], [2.589988, 4.438954, -1.527526], [2.538745, 3.837920, -3.302248], [0.832662, 4.172512, -4.003437], [3.807240, 4.752789, -4.332262], [2.943130, 2.000487, -3.447192], [2.893309, 0.790457, -1.689830], [4.728969, 1.605068, -0.918383], [6.190005, 0.456730, -1.200207], [7.731731, 1.277646, -0.527512], [5.912112, -1.165287, -0.299348], [6.370066, 0.150516, -3.036324], [2.171853, 5.447462, -1.478226], [3.604721, 4.481746, -1.128143], [1.995315, 3.792390, -0.875852], [0.685547, 5.249781, -4.110547], [0.041595, 3.790227, -3.356512], [0.714188, 3.728048, -4.996247], [3.619659, 5.828953, -4.320637], [3.785411, 4.423259, -5.373389], [4.818764, 4.587934, -3.953244], [3.956347, 1.866214, -3.831790], [2.274089, 1.518613, -4.165106], [4.574845, 1.857666, 0.132158], [4.890791, 2.544748, -1.454707], [7.633992, 1.494944, 0.538550], [7.933844, 2.218837, -1.043652], [8.606187, 0.636042, -0.657007], [5.968594, -1.040996, 0.786809], [6.695719, -1.875882, -0.572545], [4.955407, -1.625090, -0.563471], [6.532632, 1.088325, -3.573880], [5.481085, -0.331640, -3.448910], [7.227293, -0.494918, -3.238927]], "forces_ev_per_a": [[-0.06, -0.40, 0.13], [-0.16, -0.08, -0.05], [-0.20, -0.11, -0.08], [-0.06, 0.13, 0.03], [0.24, 0.29, -0.06], [0.02, 0.00, -0.02], [-0.06, -0.02, 0.02], [0.01, -0.01, -0.03], [0.00, 0.01, 0.00], [0.01, -0.03, 0.02], [0.01, -0.01, -0.01], [0.00, 0.00, 0.00], [-0.03, 0.02, 0.05], [0.06, 0.00, -0.05], [-0.01, 0.01, 0.01], [-0.04, -0.07, 0.00], [0.15, 0.15, 0.10], [-0.02, 0.03, 0.03], [0.08, -0.02, -0.02], [0.01, 0.00, 0.00], [0.00, 0.01, 0.00], [-0.02, 0.01, 0.01], [-0.01, 0.02, 0.00], [0.00, 0.00, 0.00], [0.00, 0.01, -0.01], [-0.03, 0.09, -0.10], [-0.04, -0.15, 0.00], [0.04, 0.04, -0.01], [-0.03, -0.04, 0.06], [0.01, 0.01, -0.02], [0.03, -0.02, -0.03], [-0.08, 0.06, -0.05], [0.08, 0.09, 0.07], [0.18, -0.01, -0.12], [-0.09, -0.09, 0.08], [0.02, 0.02, 0.01], [-0.01, -0.03, -0.02], [-0.05, 0.02, 0.03], [0.04, 0.05, -0.10], [-0.02, 0.00, 0.03], [0.07, 0.08, 0.10], [0.00, 0.01, 0.00], [0.00, 0.00, 0.00], [-0.01, 0.02, 0.00], [0.00, 0.00, 0.00], [0.00, 0.00, 0.00], [0.02, -0.01, -0.01], [-0.01, -0.02, 0.02], [0.01, 0.07, -0.06], [0.03, -0.03, 0.00], [0.04, 0.00, -0.03], [-0.07, 0.08, 0.01], [-0.04, -0.01, -0.04], [-0.03, -0.02, 0.15], [0.00, -0.01, 0.00], [0.01, 0.00, -0.01], [-0.01, 0.00, -0.01], [0.00, 0.00, 0.01], [-0.01, 0.01, 0.02], [0.03, -0.05, -0.02], [-0.04, 0.02, -0.02], [0.05, 0.08, 0.04], [0.01, -0.05, -0.10], [-0.03, 0.04, 0.04], [-0.04, -0.07, -0.07], [0.05, -0.10, -0.01], [-0.02, 0.11, -0.03], [0.00, 0.03, 0.00], [0.01, -0.01, -0.02], [0.01, -0.04, -0.01], [0.00, 0.01, 0.02], [0.00, 0.01, 0.02], [0.01, -0.01, -0.01], [-0.01, 0.04, -0.02], [-0.04, -0.01, 0.02], [-0.02, 0.01, 0.06], [0.03, 0.01, 0.02], [0.01, 0.00, -0.01], [-0.01, -0.01, 0.00], [0.00, -0.01, 0.00], [-0.02, -0.03, -0.04], [0.01, -0.02, 0.01], [0.03, -0.02, 0.02], [-0.04, -0.03, 0.04], [0.00, 0.00, 0.00], [0.00, 0.00, 0.00], [0.00, 0.01, 0.01], [0.02, 0.01, -0.01], [-0.01, -0.01, 0.02], [0.02, 0.00, -0.03], [0.00, -0.01, 0.00], [0.00, 0.00, 0.00], [0.00, -0.01, 0.00]]}

{"formula": "C30H42ClF3GeN2PdSeSi", "method": "ωB97M-V/def2-TZVPD", "energy_ha": -6933.240018, "orbital_gap_ha": [0.1671, 0.2097], "molar_mass_g_mol": 809.2, "multiplicity": 5, "s2": 6.013, "total_charge": -2, "homo_ev": [-0.2, -1.4], "species": ["Pd", "C", "N", "C", "C", "C", "N", "C", "C", "H", "H", "H", "H", "H", "H", "H", "H", "H", "H", "H", "H", "H", "H", "H", "H", "C", "Ge", "C", "C", "C", "C", "C", "C", "C", "C", "C", "C", "C", "C", "C", "C", "C", "C", "C", "C", "H", "H", "H", "H", "H", "H", "H", "H", "H", "H", "H", "H", "H", "H", "H", "F", "C", "F", "F", "Cl", "C", "H", "H", "C", "Si", "C", "C", "Se", "H", "H", "H", "H", "H", "H", "H", "H", "H"], "positions_angstrom": [[-0.167281, -0.046392, -0.533155], [3.217119, 0.532787, -0.201019], [2.202846, -0.162009, 0.584682], [2.595724, -1.556205, 0.719162], [2.116785, 0.481705, 1.900498], [0.960381, 0.050836, 2.790283], [-0.335339, 0.576784, 2.403774], [-0.483839, 1.970459, 2.781910], [-1.407302, -0.214232, 2.979220], [4.204604, 0.477399, 0.294623], [2.927719, 1.572492, -0.337577], [3.289793, 0.069075, -1.185928], [3.590660, -1.644404, 1.192129], [2.626359, -2.017337, -0.267870], [1.866033, -2.111175, 1.304391], [2.056492, 1.558118, 1.730645], [3.053212, 0.274716, 2.451566], [1.196823, 0.367926, 3.823734], [0.895139, -1.039859, 2.797616], [-0.527310, 2.080693, 3.885360], [-1.399643, 2.367437, 2.342474], [0.337907, 2.566876, 2.389256], [-1.347961, -0.234947, 4.086047], [-1.357749, -1.232954, 2.597914], [-2.366490, 0.208925, 2.682096], [-0.432666, -2.036522, 0.071503], [-0.573419, -3.875187, 0.509599], [-1.982326, -4.720863, -0.594559], [-1.766996, -5.867706, -1.360680], [-2.749390, -6.354070, -2.220068], [-3.965960, -5.693567, -2.329019], [-4.194051, -4.543497, -1.581027], [-3.208376, -4.059890, -0.728268], [1.069703, -4.945784, 0.172970], [1.719753, -4.823691, -1.058992], [2.915910, -5.484965, -1.315315], [3.498126, -6.279007, -0.334323], [2.872445, -6.409647, 0.897065], [1.669934, -5.749476, 1.144659], [-1.054134, -4.282444, 2.400991], [-0.237853, -3.845813, 3.447118], [-0.617616, -3.987267, 4.777413], [-1.839712, -4.567803, 5.093500], [-2.667052, -5.008545, 4.071502], [-2.276088, -4.865368, 2.741739], [-0.819411, -6.392110, -1.281954], [-2.560375, -7.241086, -2.814877], [-4.727242, -6.062872, -3.007486], [-5.129447, -4.006436, -1.684492], [-3.374555, -3.130054, -0.188474], [1.285169, -4.182664, -1.823926], [3.403130, -5.372317, -2.278210], [4.434362, -6.790138, -0.528548], [3.323111, -7.024790, 1.667790], [1.186718, -5.868568, 2.109147], [0.716129, -3.376904, 3.216540], [0.032414, -3.631814, 5.568967], [-2.146504, -4.668938, 6.128071], [-3.623311, -5.460692, 4.309510], [-2.933719, -5.214039, 1.950380], [-2.644169, -0.813200, -1.983378], [-2.250337, 0.130422, -1.034670], [-3.153767, -0.134395, 0.017837], [-2.749002, 1.306191, -1.546844], [-0.017644, 0.452651, -3.673764], [0.625011, -0.772050, -2.506359], [1.709505, -0.778689, -2.624005], [0.198688, -1.730220, -2.786519], [-0.956217, 5.512497, -1.879028], [0.457793, 4.759633, -0.876372], [2.053034, 5.341000, -1.722445], [0.439314, 5.691068, 0.779435], [0.359046, 2.579394, -0.639198], [-0.834440, 6.598192, -2.010076], [-1.909875, 5.320710, -1.373468], [-1.004359, 5.037643, -2.865710], [2.068036, 6.432912, -1.868217], [2.157844, 4.851928, -2.697910], [2.916627, 5.056883, -1.109626], [0.505928, 6.781838, 0.635277], [1.286826, 5.367290, 1.395309], [-0.483018, 5.466495, 1.329269]], "forces_ev_per_a": [[0.05, -0.86, -0.01], [-0.08, -0.07, -0.07], [0.15, 0.10, 0.35], [-0.09, 0.02, -0.11], [0.05, 0.06, -0.09], [-0.08, -0.13, -0.15], [0.00, 0.05, 0.05], [0.00, -0.09, -0.07], [0.07, 0.07, -0.13], [0.01, -0.01, -0.01], [-0.06, 0.03, 0.00], [0.00, 0.00, 0.03], [0.03, 0.00, 0.01], [0.00, -0.02, 0.00], [-0.01, 0.00, 0.00], [0.01, 0.00, -0.06], [0.07, 0.07, 0.05], [0.07, -0.06, 0.10], [-0.05, 0.03, 0.00], [0.02, 0.00, -0.01], [0.03, 0.00, 0.02], [-0.05, -0.01, -0.04], [-0.04, -0.01, 0.00], [0.00, -0.05, -0.03], [-0.01, -0.01, -0.01], [0.09, -0.04, 0.15], [-0.14, -0.19, 0.00], [-0.02, 0.02, -0.14], [-0.13, -0.03, 0.12], [0.02, 0.05, 0.06], [0.04, 0.03, 0.05], [0.08, -0.04, 0.04], [0.03, 0.03, -0.03], [0.14, 0.06, 0.07], [0.01, 0.04, -0.04], [-0.06, 0.03, -0.02], [-0.05, 0.02, 0.00], [-0.10, 0.05, 0.01], [0.00, -0.07, -0.11], [-0.12, 0.11, 0.03], [0.04, -0.02, 0.07], [0.04, 0.00, -0.08], [0.04, 0.01, -0.04], [0.02, -0.01, -0.13], [0.02, -0.07, 0.03], [-0.01, 0.02, -0.04], [0.01, -0.01, 0.01], [0.01, 0.01, 0.01], [0.01, 0.01, 0.02], [0.01, -0.05, -0.08], [0.06, -0.04, 0.05], [-0.04, 0.02, 0.02], [0.00, 0.01, 0.00], [-0.02, 0.00, 0.02], [0.04, 0.01, 0.00], [-0.05, 0.00, 0.04], [0.02, 0.01, -0.02], [0.00, 0.00, 0.00], [-0.01, 0.00, -0.02], [0.00, 0.04, 0.06], [0.04, 0.16, 0.19], [-0.54, -0.20, -0.27], [0.24, 0.02, -0.02], [0.11, -0.12, 0.06], [0.19, -0.16, -0.47], [-0.37, 0.55, 0.39], [0.04, 0.02, 0.05], [-0.09, -0.07, 0.02], [-0.11, 0.02, -0.09], [0.01, -0.18, 0.05], [0.08, 0.08, -0.08], [-0.02, 0.11, 0.09], [0.31, 0.86, 0.12], [-0.02, -0.14, 0.02], [0.10, 0.02, -0.08], [-0.01, 0.07, 0.11], [0.01, -0.17, 0.02], [0.00, 0.07, 0.12], [-0.07, 0.03, -0.09], [-0.01, -0.18, 0.04], [-0.10, 0.05, -0.04], [0.13, 0.03, -0.06]]}